The following is a DFT calculation (ωB97M-V/def2-TZVPD) of a structure of composition C13H13CsN12O2S at a distorted geometry.

The geometry in XYZ format:
```
42
Properties=species:S:1:pos:R:3:mulliken_charge:R:1
Cs 0.21 -0.12 -0.15 0.97
N -0.03 -4.32 -0.29 -0.20
C 1.22 -3.77 -0.20 0.45
N 2.29 -4.54 0.05 -0.49
N 3.31 -3.70 0.03 -0.50
N 2.90 -2.50 -0.22 -0.47
N 1.57 -2.49 -0.39 -0.02
C -1.24 -3.67 -0.18 0.46
N -2.36 -4.35 0.06 -0.50
N -3.31 -3.42 0.07 -0.52
N -2.80 -2.26 -0.16 -0.46
N -1.48 -2.36 -0.33 0.02
H -0.07 -5.28 0.01 0.24
C 1.60 2.71 3.66 -0.97
N 0.24 2.65 3.19 -0.13
C -0.72 1.90 3.78 0.50
S -0.55 1.35 5.35 -0.58
N -1.84 1.70 3.07 0.01
C -2.91 0.85 3.52 -1.01
H 1.90 3.76 3.79 0.26
H 2.28 2.24 2.94 0.28
H 1.65 2.19 4.62 0.39
H 0.11 2.81 2.19 0.13
H -1.93 2.13 2.16 0.14
H -2.54 0.26 4.37 0.32
H -3.21 0.19 2.71 0.36
H -3.77 1.44 3.85 0.27
O 2.18 3.40 -0.14 -0.72
C 1.04 3.82 0.04 0.01
N -0.05 3.08 0.33 -0.23
C -1.14 3.87 0.44 0.41
O -2.26 3.49 0.75 -0.84
C -0.74 5.30 0.21 -0.04
C -1.42 6.50 0.23 -0.41
C -0.69 7.67 0.04 -0.38
C 0.68 7.63 -0.18 -0.40
C 1.37 6.42 -0.21 -0.44
C 0.64 5.27 -0.01 0.43
H -2.49 6.53 0.40 0.46
H -1.20 8.62 0.06 0.37
H 1.22 8.56 -0.32 0.37
H 2.44 6.38 -0.36 0.47
```

Output
Gap between HOMO and LUMO, eV: 5.7
Lowest unoccupied orbital energy, eV: 3.86
Net charge: -2
Spin multiplicity: 1
E_HOMO, eV: -1.813